DFT (ωB97M-V/def2-TZVPD) results for a gas-phase ion, C6H11ClN3OS (charge +1).

Results
Net charge = +1
Molecular weight = 208.7 g mol⁻¹
ΔE to the lowest compared entry with this formula, charge and spin = 75.9 kJ/mol
E_HOMO (alpha / beta) = -13.1 / -13.1 eV
SMILES string = C=C(N=O)[C@@H]1[C@@H](Cl)S[C@H](N)[N@H+]1C
Calculated total energy = -36265.7764 eV

CARTESIAN COORDINATES (ANGSTROEM)
C -1.97922 1.55847 1.81213
C -1.30378 0.98532 0.80820
N -1.82063 0.83898 -0.49901
O -2.70822 1.56823 -0.89006
C 0.01501 0.30002 0.90750
C 1.22261 1.53343 0.30540
Cl 2.83064 1.03731 0.82852
S 0.88967 1.42144 -1.43704
C 0.96524 -0.43340 -1.33571
N 0.42930 -1.15154 -2.39406
N 0.13196 -0.78629 -0.07200
C 0.60076 -2.05816 0.49849
H -2.92631 2.03872 1.60948
H -1.65295 1.52980 2.83753
H 0.33564 0.01561 1.90280
H 0.95459 2.50232 0.71268
H 1.99891 -0.70945 -1.11376
H -0.39978 -0.73873 -2.80667
H 1.08443 -1.42414 -3.11269
H -0.81519 -0.89789 -0.47749
H 1.57583 -1.91534 0.96201
H -0.10212 -2.41408 1.24837
H 0.67362 -2.80062 -0.29462

=====

DFT (ωB97M-V/def2-TZVPD) results for a molecular structure, C4H5N3O.

Results
Molecular weight = 111.1 g mol⁻¹
ΔE to the lowest compared entry with this formula, charge and spin = 324.2 kJ/mol
E_HOMO = -7.8 eV
Calculated total energy = -10744.2549 eV

CARTESIAN COORDINATES (ANGSTROEM)
C -0.46350 0.06964 -1.49147
C -0.79841 0.20146 -0.13689
C 1.28771 -0.20678 -0.62449
C 0.42254 -0.16658 0.48293
N -1.94712 0.69354 0.43719
N 0.57954 -0.79550 1.66799
N 2.47498 -0.01730 -0.98646
O -0.77142 -0.06684 -2.62697
H -1.88803 1.54360 0.98943
H -2.79356 0.66422 -0.11993
H -0.21233 -0.84176 2.29416
H 1.49799 -0.82960 2.09039
H 2.61162 -0.24809 -1.97588

=====

DFT (ωB97M-V/def2-TZVPD) results for a single C16H23N7O2S2 molecule.

Results
Molecular weight = 409.5 g mol⁻¹
ΔE to the lowest compared entry with this formula, charge and spin = 211.3 kJ/mol
E_HOMO = -8.0 eV
Calculated total energy = -53157.8210 eV

CARTESIAN COORDINATES (ANGSTROEM)
O -6.30737 2.14777 0.29479
N -0.22540 0.46975 5.01013
N -0.86965 -0.43306 0.27803
N 0.74470 -0.99075 1.79372
N -1.79692 1.10793 3.48517
O 3.89942 0.25033 2.60323
S 2.07330 -0.99274 4.55052
C -1.33152 1.11612 4.72431
C 0.23976 -1.06037 0.59099
C 0.51829 -0.24522 4.09833
C -1.47452 0.38206 1.13634
C 0.15736 -0.16870 2.71975
C -1.08693 0.46250 2.49742
N 1.83592 -1.04038 -2.90076
N 0.92292 -1.87452 -0.26539
N -2.57596 1.04624 0.51608
S -5.29976 2.22058 -0.65699
C 3.16222 1.12417 3.36253
C 2.95849 0.66379 4.77198
C 2.62232 -0.76840 -1.71658
C 0.37680 -1.26699 -2.60159
C 2.30850 -1.58914 -0.42169
C 0.21211 -2.38469 -1.49294
C -3.31928 2.16315 1.18801
C -3.05994 0.50310 -0.77858
C -3.94143 3.01066 0.16187
C -4.55097 0.56383 -0.66383
H 3.73712 -0.67853 2.98176
H -1.83052 1.72607 5.47767
H 2.25550 -1.88527 -3.36978
H 3.70454 2.01089 3.35883
H 2.18947 1.37629 2.98668
H 3.82459 0.32290 5.33554
H 2.38326 1.35743 5.42742
H 2.47330 0.32438 -1.56254
H 3.70393 -0.77166 -1.89340
H -0.09444 -0.37266 -2.18825
H -0.16074 -1.52203 -3.52362
H 2.71344 -1.05663 0.45187
H 2.93017 -2.56108 -0.39767
H -0.81942 -2.66934 -1.22483
H 0.61419 -3.34128 -1.83866
H -4.12870 1.86826 1.82886
H -2.54964 2.73925 1.73799
H -2.70585 0.98985 -1.64753
H -2.92973 -0.47882 -1.15372
H -3.20986 3.31833 -0.56378
H -4.20384 3.93745 0.68410
H -4.81122 0.11393 0.29315
H -5.06099 -0.16209 -1.41284

=====

DFT (ωB97M-V/def2-TZVPD) results for a molecular structure, C14H12S.

Results
Molecular weight = 212.3 g mol⁻¹
E_HOMO (alpha / beta) = -5.3 / -8.0 eV
Multiplicity = 3
Calculated total energy = -25540.6543 eV

CARTESIAN COORDINATES (ANGSTROEM)
C -1.81035 -2.62324 -1.11944
C -0.60312 -2.36780 -0.50144
C -2.80194 -1.65969 -1.24734
C -0.32641 -1.02947 -0.07787
C -2.49801 -0.32404 -0.90179
C -1.25656 -0.02468 -0.31358
C 3.36683 -0.16465 0.55030
C 2.24483 -1.06968 0.32965
C 3.34396 1.18404 0.56893
C 0.96598 -0.64998 0.33067
C 1.24287 1.85739 2.07294
C 2.13870 2.01541 0.79145
C 0.82074 1.34470 0.74651
C -3.43812 0.81092 -1.14266
S -0.69491 1.63264 -0.06834
H -2.10130 -3.55586 -1.55841
H 0.10330 -3.09362 -0.43068
H -3.63236 -2.02665 -1.66938
H 4.36803 -0.49615 0.62144
H 2.31919 -2.09628 0.19066
H 4.32555 1.84466 0.62688
H 1.73628 1.19722 2.77351
H 0.93084 2.77182 2.37740
H 2.44517 2.95601 0.34606
H -4.08151 0.78360 -1.90838
H -4.05943 1.01990 -0.26987
H -3.04826 1.76347 -1.11723